1.
# C8H12N3O

C8H12N3O as an isolated structure at a distorted geometry (ωB97M-V with the def2-TZVPD basis set, OMol25).

Geometry as XYZ:
```
24
Properties=species:S:1:pos:R:3
C 0.51 1.81 0.33
C 1.74 2.07 0.88
C 0.55 0.42 -0.09
C 1.86 0.02 0.13
C -2.08 0.93 -0.23
C -2.63 0.30 0.76
C -0.54 -0.30 -0.75
C 2.47 -1.26 -0.31
N -1.08 -1.37 0.07
N -0.26 -0.56 -2.03
N -1.71 -0.86 1.24
O 2.57 0.99 0.63
H -0.18 2.59 0.37
H 2.24 2.83 1.41
H -2.37 1.77 -0.83
H -3.43 0.47 1.30
H 3.24 -1.18 -1.12
H 2.95 -1.81 0.39
H 1.74 -1.91 -0.57
H -1.79 -1.92 -0.33
H 0.49 -0.06 -2.35
H -0.79 -1.28 -2.47
H -1.18 -0.26 1.78
H -2.33 -1.43 1.78
```

As for the spin multiplicity: 1. As for the orbital gap: 9.056 eV. Its HOMO energy is -12.08 eV. Its total charge is +1. The relative energy (zero: lowest compared OMol25 entry of this formula, charge and spin) is 5.2528 eV.

Atomic partial charges in e from the Mulliken method, atoms 1 to 8:
1 C -0.570
2 C -0.596
3 C 0.382
4 C 0.328
5 C -0.669
6 C -0.633
7 C 0.570
8 C -1.565

---

2.
# C8H12N3O2

An isolated ion of composition C8H12N3O2 and charge +1 at a distorted geometry (ωB97M-V with the def2-TZVPD basis set, OMol25).

Geometry as XYZ:
```
25
Properties=species:S:1:pos:R:3
C 1.91 -1.64 -1.75
N 1.82 -1.10 -0.59
C 2.94 -1.27 0.31
N 0.67 -0.53 -0.09
C -0.40 -0.23 -0.84
C -1.51 0.37 -0.36
C -2.75 1.00 -1.01
C -3.45 1.57 0.30
O -2.55 1.74 1.33
C -1.36 1.01 0.91
N -0.37 0.86 1.72
C 0.76 0.07 1.42
O 1.96 0.78 1.44
H 1.16 -1.55 -2.47
H 2.84 -2.05 -1.97
H 3.69 -1.89 -0.18
H 2.67 -1.80 1.25
H 3.52 -0.34 0.51
H -0.24 -0.50 -1.95
H -2.51 1.89 -1.60
H -3.28 0.25 -1.47
H -4.14 2.28 0.10
H -4.21 0.78 0.58
H 0.78 -0.90 2.08
H 2.04 1.19 2.32
```

As for the spin multiplicity: 1. As for the orbital gap: 7.646 eV. Its HOMO energy is -12.51 eV. Its total charge is +1. As for the SMILES: C=[N+](C)N1C=C2CCOC2=N[C@@H]1O. The relative energy (zero: lowest compared OMol25 entry of this formula, charge and spin) is 6.6339 eV.

Atomic partial charges in e from the Mulliken method, atoms 1 to 8:
1 C -0.044
2 N -0.022
3 C -0.823
4 N 0.296
5 C -0.030
6 C -0.152
7 C -0.588
8 C -0.542